A structure of composition C31H87F6NO19S2V at a distorted geometry, computed with ωB97M-V/def2-TZVPD.

XYZ file:
```
147
Properties=species:S:1:pos:R:3
V -3.116 -0.285 1.114
S 0.166 -0.096 0.339
S -0.826 2.156 1.153
F -2.065 3.802 -0.544
F -0.894 2.313 -1.621
F -0.705 -1.442 -1.901
F 0.910 -2.326 -0.818
F -1.108 -2.401 0.002
F 0.036 4.085 -0.566
O -2.116 5.188 -5.001
O 2.684 2.149 -4.654
O 5.115 -3.326 -2.062
O 3.642 -4.610 -3.895
O 4.094 -5.814 2.267
O -2.248 -0.678 3.321
O -5.674 5.448 0.614
O 0.495 2.352 1.704
O -3.173 -4.227 -0.918
O 1.020 0.698 -0.535
O -2.248 -3.049 4.731
O -3.671 -4.388 -3.782
O -3.712 -2.442 1.014
O -3.808 -0.477 -0.980
O 4.711 1.487 5.596
O -0.156 7.423 2.747
O 5.992 2.677 -0.191
O 0.847 -0.559 1.571
O -1.910 2.665 2.022
N -1.252 0.503 0.648
C -4.001 5.539 2.301
C -2.587 -3.631 -4.262
C 2.793 1.015 4.254
C 2.219 2.119 -3.341
C -0.116 6.749 1.521
C -4.368 5.925 0.854
C -1.406 4.593 -3.979
C -0.982 7.528 0.513
C -0.463 0.448 4.667
C -5.923 -3.022 1.422
C 2.461 -5.324 -3.606
C -1.966 0.259 4.367
C 4.809 2.564 0.594
C 4.620 -2.006 -1.810
C 2.969 3.200 -2.608
C 1.222 -4.408 -4.029
C 3.930 -5.132 1.058
C 4.643 -1.111 -3.052
C -3.315 0.809 -2.924
C -4.531 -2.940 2.029
C -2.527 -5.414 -0.586
C 2.861 -4.098 1.115
C -0.219 5.394 -3.661
C -0.926 3.185 -0.528
C -3.841 0.869 -1.478
C -0.242 -1.698 -0.673
C 4.323 1.089 0.500
C -0.884 -3.839 2.907
C -0.970 -3.538 4.356
C -1.121 -5.574 -1.232
C 4.313 0.924 4.392
H -0.012 -0.469 5.046
H -6.369 -2.059 1.172
H -4.871 1.212 -1.388
H 4.431 -6.695 2.087
H 2.417 1.320 -5.058
H 5.882 -3.401 -1.490
H -3.210 -6.249 -0.741
H -1.087 -5.670 -2.318
H 4.044 3.028 -2.557
H 3.914 -1.372 -3.819
H -1.274 -4.834 2.697
H -2.006 -4.240 -4.954
H 1.292 -3.422 -3.570
H -1.055 7.075 -0.476
H 2.510 0.530 3.320
H -0.575 -4.652 -1.034
H -0.908 -4.489 4.883
H -2.962 5.816 2.479
H -1.532 -3.148 2.369
H 2.384 0.461 5.100
H 0.572 7.144 3.308
H 4.742 1.489 3.564
H -1.959 7.728 0.952
H 2.377 2.017 4.360
H 5.095 0.442 0.916
H 3.662 -5.914 0.348
H 0.278 4.912 -2.819
H -0.529 8.494 0.285
H -5.777 4.495 0.552
H -4.298 -1.027 -1.597
H 1.912 -4.625 1.221
H -2.882 4.681 -5.280
H 5.584 -1.026 -3.595
H 5.171 -1.515 -1.008
H -4.618 6.095 3.007
H 2.399 -5.624 -2.560
H -0.134 1.144 5.440
H 4.742 -0.077 4.408
H 2.676 -3.625 0.151
H -2.444 -0.158 5.253
H 3.032 -3.441 1.968
H -5.842 -3.611 0.508
H -3.527 -3.146 0.388
H -2.088 4.381 -3.155
H 3.620 -2.001 -1.376
H -2.315 -5.433 0.483
H -0.033 0.810 3.733
H -3.248 1.553 -0.871
H 6.134 3.623 -0.272
H 2.567 3.412 -1.617
H 2.434 -6.272 -4.144
H 2.768 4.185 -3.028
H 0.297 -4.895 -3.720
H -2.131 -1.543 3.720
H 4.342 -0.126 -2.695
H 1.143 2.292 -3.367
H -2.398 1.241 4.173
H 4.050 0.828 -0.523
H -2.438 0.175 -3.055
H -6.597 -3.469 2.152
H -0.379 6.438 -3.391
H 2.502 1.150 -2.930
H -0.165 -2.946 4.791
H -2.948 -2.794 -4.859
H -4.287 6.996 0.671
H -3.057 1.748 -3.412
H -1.049 3.653 -4.399
H -4.204 -3.935 2.334
H -0.611 -6.453 -0.838
H -3.159 -4.216 -1.878
H 4.910 2.732 1.666
H -1.908 -3.253 -3.498
H -2.575 -3.591 5.452
H 0.460 5.427 -4.512
H -4.029 0.380 -3.627
H 0.919 6.675 1.188
H 0.119 -3.778 2.483
H -0.473 5.734 1.698
H 1.110 -4.374 -5.112
H -4.513 -2.312 2.920
H 3.861 -4.027 -3.165
H 3.431 0.874 1.087
H 4.892 -4.729 0.740
H 5.629 1.729 5.456
H -4.016 4.453 2.397
H 4.092 3.291 0.211
H -3.713 5.467 0.113
```

The spin multiplicity is 5. Its strongest force on any atom is 4.4 eV/Å. For the LUMO energy (alpha / beta), the calculation gives 0.064 / 0.063 hartree. The total energy comes out at -5056.93553 Eh. Its highest occupied orbital energy (alpha / beta) is -3.49 / -3.49 eV. The total charge is -1.

***

A cluster of 10 separate species, C31H89N13O10 in total at a distorted geometry, computed with ωB97M-V/def2-TZVPD.

XYZ file:
```
143
Properties=species:S:1:pos:R:3
O -5.875 3.352 -8.304
O 8.703 -5.947 0.931
O 1.208 10.285 -5.760
O -0.880 2.737 -0.157
O -3.386 -0.004 7.962
O -6.978 -2.908 -1.210
O -2.920 -9.423 1.320
O -1.711 8.669 2.973
O 2.593 7.058 7.255
O 7.598 -0.810 7.768
N -2.102 -1.454 8.958
N 4.990 -0.631 6.990
N 0.829 9.337 -8.474
N -0.697 -9.433 -1.019
N -3.002 6.985 3.612
N 3.229 7.205 5.105
N -5.548 0.397 -10.278
N 8.315 -8.792 -1.136
N -3.758 8.375 2.116
N 1.017 2.343 2.121
N -9.814 -4.907 -0.099
N -1.573 -0.988 7.112
N 4.562 6.455 6.466
C 8.811 -1.371 8.395
C -1.811 -8.577 1.030
C 0.157 8.736 -7.364
C 5.463 0.385 7.909
C 1.109 0.407 0.668
C -2.401 -0.687 8.049
C 1.261 1.859 0.738
C 0.541 2.695 -0.355
C 8.822 -7.480 -0.850
C 3.394 7.027 6.356
C 4.435 0.832 8.832
C -0.640 -9.186 0.374
C -6.344 2.411 -9.231
C -8.895 -4.390 -1.072
C -0.284 7.344 -7.798
C -3.953 1.304 -8.890
C -6.020 -1.963 -0.527
C 0.616 -8.339 0.570
C 8.163 -4.611 1.089
C -9.662 -3.717 -2.114
C 6.577 -0.383 8.708
C -3.609 -9.886 0.159
C -2.779 8.049 2.919
C -1.639 3.311 -1.287
C -7.822 -3.503 -0.293
C 2.095 10.536 -4.661
C 1.009 8.873 -6.065
C 7.888 -6.792 0.181
C -5.515 1.088 -9.039
C 8.702 -6.770 -2.245
C -6.322 3.297 -7.050
H -1.404 4.363 -1.449
H 3.499 0.969 8.292
H -0.678 7.339 -8.814
H -2.695 3.361 -1.024
H 2.296 2.112 0.507
H -9.341 -5.051 0.781
H -7.198 -3.964 0.473
H -4.649 7.915 2.244
H 1.520 -8.535 -0.008
H -5.991 4.119 -6.414
H 4.849 5.958 7.297
H -1.048 6.973 -7.115
H 4.359 -0.175 6.346
H 0.391 -7.276 0.482
H 2.015 8.455 -6.096
H 0.495 8.276 -5.312
H -5.050 0.896 -11.001
H -5.563 -2.487 0.312
H -8.975 -3.307 -2.855
H -6.489 -1.040 -0.188
H 0.008 2.357 2.071
H -0.409 -10.173 0.776
H 4.313 0.100 9.630
H 0.864 -8.377 1.630
H 0.188 -9.447 -1.506
H 2.376 11.589 -4.639
H -3.787 9.169 1.494
H 1.543 0.172 -0.304
H 7.393 -8.724 -1.542
H 1.075 10.254 -8.129
H 2.937 9.844 -4.637
H -1.749 -0.525 6.231
H 6.165 -1.205 9.294
H 0.527 6.618 -7.853
H -2.524 -1.469 9.875
H -10.269 -2.959 -1.621
H -8.347 -5.144 -1.637
H 0.093 0.013 0.689
H 5.114 6.318 5.631
H -7.409 3.353 -7.096
H -10.493 -4.199 0.141
H 1.651 8.798 -8.707
H 7.792 -4.184 0.157
H -10.268 -4.398 -2.712
H -2.301 6.652 4.258
H -4.099 -9.052 -0.343
H -0.768 9.277 -7.166
H -3.948 1.788 -7.914
H -7.391 2.292 -8.956
H -2.277 -7.749 0.497
H -3.532 0.303 -8.793
H 1.732 -0.171 1.350
H -5.908 0.538 -8.184
H 7.108 0.353 9.312
H 9.526 -1.766 7.672
H 2.461 7.800 4.830
H 9.499 -7.115 -2.904
H 1.517 10.418 -3.744
H -5.245 -1.798 -1.276
H 0.897 3.714 -0.202
H 6.973 -6.292 -0.135
H 7.734 -6.990 -2.697
H -1.661 -8.220 2.049
H 3.797 6.742 4.411
H -8.392 -2.720 0.206
H -4.422 -10.481 0.574
H 7.293 -4.798 1.719
H 9.882 -7.636 -0.651
H -5.948 2.417 -6.526
H 5.779 1.216 7.279
H -3.830 6.412 3.536
H 0.960 2.313 -1.286
H 8.972 -4.156 1.660
H 8.153 -9.323 -0.292
H -1.573 2.799 -2.247
H -0.685 -1.419 7.325
H -3.360 1.717 -9.706
H -1.165 -10.320 -1.140
H 7.735 -7.600 0.897
H 8.787 -5.688 -2.146
H -4.940 -0.409 -10.271
H -6.257 2.788 -10.250
H -3.046 -10.354 -0.649
H -1.306 -2.054 8.795
H 8.672 -2.150 9.145
H 5.862 -0.843 6.526
H 4.735 1.749 9.340
H 1.266 3.318 2.210
H 9.445 -0.582 8.800
```

The spin multiplicity is 1. As for the SMILES: COC[C@H](C)N.COC[C@H](C)N.COC[C@H](C)N.COC[C@H](C)N.COC[C@H](C)N.COC[C@H](C)N.COC[C@H](C)N.NC(N)=O.NC(N)=O.NC(N)=O. Its strongest force on any atom is 11.7 eV/Å. For the LUMO energy, the calculation gives 0.006 hartree. The total energy comes out at -2698.40957 Eh. Its highest occupied orbital energy is -8.90 eV. The relative energy (zero: lowest compared OMol25 entry of this formula, charge and spin) comes out at 216.8 kcal per mole. The total charge is 0.

***

A cluster of 10 separate species, C31H89N13O10 in total at a distorted geometry, computed with ωB97M-V/def2-TZVPD.

XYZ file:
```
143
Properties=species:S:1:pos:R:3
O -4.900 -6.820 -2.761
O 3.864 4.361 2.423
O 4.048 1.782 5.710
O -2.672 0.384 -1.436
O 5.468 -6.264 -2.891
O 1.526 -0.778 -0.179
O -1.567 5.171 1.717
O 1.024 7.042 -0.672
O -3.483 -0.602 -4.571
O 0.169 -6.701 2.449
N 1.827 5.210 2.480
N -2.110 -4.443 -1.768
N 0.914 -3.822 2.631
N 1.413 7.731 -2.771
N 3.264 6.028 1.107
N -3.138 3.730 -2.920
N 0.114 2.246 1.450
N 3.313 -6.061 -1.077
N 2.484 6.215 -2.031
N 1.945 2.687 4.053
N -1.984 -1.648 -3.337
N -2.388 7.673 0.588
N -2.096 -2.198 -5.464
C -1.410 -3.237 2.169
C 0.414 -1.090 -0.983
C 2.703 1.765 6.145
C 1.587 6.969 -1.751
C 1.897 2.904 5.463
C 1.754 2.427 -0.207
C 6.717 -6.352 -3.591
C -2.452 4.415 2.486
C -3.413 -5.088 -1.910
C -3.708 -6.138 -2.984
C -0.393 -7.193 3.676
C -4.414 -3.959 -2.019
C 3.779 -4.885 -1.798
C 3.048 5.153 2.048
C 0.696 1.566 0.360
C -5.679 -6.819 -3.975
C -2.591 6.468 -0.165
C -0.467 -5.560 1.872
C 5.257 -5.074 -2.177
C -2.828 -0.317 -0.142
C -1.190 2.305 -3.097
C 1.237 0.179 0.830
C -3.005 1.742 -1.492
C 4.757 0.797 6.328
C 3.642 -3.577 -0.945
C -1.839 5.278 0.267
C -2.465 6.826 -1.604
C -2.672 2.342 -2.884
C -0.477 -4.297 2.757
C 0.451 2.702 6.054
C -2.557 -1.452 -4.510
H 1.505 4.488 3.108
H 1.195 5.654 1.829
H 2.760 -3.666 -0.311
H -1.308 -2.780 -5.217
H 3.020 6.364 -2.874
H -1.188 -2.266 -3.269
H 4.198 6.114 0.732
H -3.238 7.394 -2.122
H 3.346 -2.844 -1.696
H 1.281 3.408 -0.244
H -0.102 -6.544 4.501
H -0.326 -1.685 -0.448
H 0.670 2.201 2.293
H 2.525 1.870 4.178
H 2.553 3.417 3.709
H 0.318 2.295 7.056
H -0.698 2.881 -2.313
H 5.405 -4.212 -2.828
H 1.981 7.683 -3.605
H 0.074 1.921 5.394
H -0.068 1.417 -0.403
H -0.898 -4.543 3.732
H 0.760 -1.809 -1.726
H -1.240 -3.090 1.103
H -0.057 -5.387 0.877
H -2.202 -0.957 -2.634
H 4.545 -3.121 -0.538
H 0.003 -8.203 3.786
H 2.551 6.656 0.764
H 2.228 0.814 5.903
H -2.456 -3.509 2.314
H -2.807 4.180 -3.762
H -2.118 0.150 0.542
H -2.545 3.389 2.131
H -3.433 4.805 2.758
H 6.721 -7.353 -4.023
H 3.745 -6.781 -1.638
H 2.704 2.576 0.308
H -3.596 -5.664 -1.003
H -5.444 -4.302 -1.921
H -1.479 -7.285 3.650
H 4.432 0.362 7.273
H -3.509 -5.732 -3.976
H 0.082 -0.202 -1.521
H -1.214 -2.305 2.699
H -2.575 -1.374 -0.216
H -6.638 -7.245 -3.680
H -5.776 -5.842 -4.450
H 2.304 3.857 5.802
H -2.742 4.141 -2.088
H -3.629 6.221 0.060
H -4.079 1.695 -1.314
H -2.829 7.372 1.445
H 0.430 -0.224 1.443
H -0.849 1.272 -3.027
H 5.754 1.122 6.626
H -5.360 -7.598 -4.668
H 6.011 -4.825 -1.429
H -4.195 -3.272 -2.837
H -2.253 4.372 -0.176
H 0.756 8.491 -2.667
H 3.677 -6.313 -0.169
H -2.416 2.216 -0.707
H 2.120 0.155 1.468
H -3.096 1.873 -3.771
H -2.626 5.932 -2.206
H -2.945 -6.896 -2.808
H 2.047 2.198 -1.232
H 7.508 -6.183 -2.861
H -0.260 3.524 5.982
H -0.834 2.759 -4.022
H 3.339 -4.962 -2.793
H -1.523 7.251 -1.948
H -0.949 5.560 -0.296
H -1.428 7.634 0.900
H -1.502 -5.816 1.644
H 4.674 -0.096 5.708
H 6.792 -5.671 -4.440
H -1.559 -4.592 -2.602
H 2.570 1.823 7.225
H -2.286 -3.449 -1.766
H -4.354 -3.327 -1.133
H 1.704 -4.404 2.870
H -1.779 4.441 3.342
H -3.839 -0.143 0.226
H 2.385 5.265 -1.703
H 1.005 -3.480 1.685
H -2.703 -2.200 -6.271
H -0.144 3.215 1.328
```

The spin multiplicity is 1. As for the SMILES: COC[C@H](C)N.COC[C@H](C)N.COC[C@H](C)N.COC[C@H](C)N.COC[C@H](C)N.COC[C@H](C)N.COC[C@H](C)N.NC(N)=O.NC(N)=O.NC(N)=O. Its strongest force on any atom is 13.3 eV/Å. For the LUMO energy, the calculation gives 0.008 hartree. The total energy comes out at -2698.46804 Eh. Its highest occupied orbital energy is -8.35 eV. The relative energy (zero: lowest compared OMol25 entry of this formula, charge and spin) comes out at 180.1 kcal per mole. The total charge is 0.